Molecular formula: C6H9N
Method: DFT, ωB97M-V/def2-TZVPD

```
16
Properties=species:S:1:pos:R:3:forces:R:3:lowdin_charge:R:1
C -2.4381 -0.2251 -0.2604 -0.06 -0.04 -0.01 -0.029
C -1.0152 0.0030 0.1189 -0.01 0.01 -0.02 -0.324
C -0.3453 1.1959 0.3492 -0.53 0.12 0.63 -0.043
C 0.9154 0.8388 0.8146 -0.44 0.70 0.82 -0.149
C 1.1292 -0.5319 0.7151 -0.06 0.92 -0.87 -0.252
C 2.2356 -0.2988 -0.4276 0.45 -0.79 -0.10 -0.074
N -0.1502 -1.0170 0.3157 0.30 0.18 -0.52 0.064
H -2.9297 -0.8750 0.4686 -0.03 0.07 -0.05 0.082
H -2.9792 0.7222 -0.3012 0.06 -0.15 0.00 0.080
H -2.5028 -0.7095 -1.2410 -0.04 0.06 0.12 0.082
H -0.7265 2.1937 0.2132 -0.23 -0.02 0.09 0.099
H 1.7411 1.4852 1.0764 -0.18 0.21 -0.17 0.113
H 1.9921 -1.0097 -1.2042 0.41 -0.37 -0.18 0.064
H 2.3123 0.7001 -0.9460 -0.47 -0.93 0.63 0.083
H 3.1900 -0.4817 0.0366 0.53 -0.31 -0.29 0.053
H -0.4288 -1.9904 0.2721 0.29 0.34 -0.08 0.151
```
Positions in Å, forces in eV/Å.

Largest force on an atom   1.27 eV/Å
Calculated total energy   -288.6889 Eh
SMILES string   Cc1ccc(C)[nH]1
2S+1   1
Frontier orbital gap   8.58 eV
ΔE to the lowest compared entry with this formula, charge and spin   58.4 kcal per mole


Molecular formula: C6H9N
Method: DFT, ωB97M-V/def2-TZVPD

```
16
Properties=species:S:1:pos:R:3:forces:R:3:lowdin_charge:R:1
C -0.0624 -1.0213 -1.6551 0.10 -0.16 -0.12 -0.100
C 0.6629 0.0573 -0.9988 0.50 0.00 0.07 -0.229
N -0.5775 0.3784 -1.7747 0.14 -0.14 0.13 -0.016
C -1.1234 0.9192 -0.4726 -0.07 0.05 0.21 -0.094
C 0.0270 0.3159 0.3400 0.15 -0.07 0.06 -0.387
C -0.0266 -0.6703 1.4719 -0.03 -0.17 0.03 -0.092
C 0.8227 0.5707 1.5816 0.06 0.20 0.13 -0.079
H -0.5570 -1.7943 -1.0555 0.07 0.46 -0.10 0.113
H 0.4360 -1.4022 -2.5474 -0.68 0.25 -0.15 0.104
H 1.5485 0.5668 -1.3617 0.37 -0.55 0.24 0.141
H -2.1647 0.6617 -0.2570 0.12 0.03 0.15 0.109
H -0.9706 2.0094 -0.5234 -0.42 -0.35 -0.11 0.119
H 0.4434 -1.6473 1.3699 0.05 0.24 -0.04 0.103
H -0.9231 -0.6890 2.0911 0.08 0.07 -0.30 0.104
H 0.5662 1.3355 2.3067 -0.14 -0.06 -0.10 0.098
H 1.8986 0.4095 1.4850 -0.29 0.19 -0.09 0.106
```
Positions in Å, forces in eV/Å.

Largest force on an atom   0.74 eV/Å
Calculated total energy   -288.6494 Eh
2S+1   1
Frontier orbital gap   10.04 eV
ΔE to the lowest compared entry with this formula, charge and spin   83.2 kcal per mole


Molecular formula: C6H9N
Method: DFT, ωB97M-V/def2-TZVPD

```
16
Properties=species:S:1:pos:R:3:forces:R:3:lowdin_charge:R:1
C 1.5588 1.7241 0.1295 0.47 0.79 0.59 -0.058
C 0.8891 0.0356 -0.7646 0.44 -1.09 -0.53 -0.270
N 2.0650 0.5660 -0.0232 -0.85 1.06 0.55 0.000
C 0.7817 -1.3368 -0.1518 -0.14 -0.67 -0.29 -0.052
C -0.3500 -0.4088 -0.0190 0.06 -0.05 -0.11 -0.396
C -1.3421 -0.0429 1.0218 0.13 0.08 0.16 -0.072
C -1.7907 -0.5624 -0.3323 -0.05 0.04 -0.23 -0.080
H 1.3694 2.1216 1.1180 0.96 0.97 0.39 0.080
H 1.2487 2.3229 -0.7349 -0.98 -0.09 0.04 0.081
H 0.7433 0.2816 -1.8189 0.35 -0.45 0.04 0.145
H 1.4060 -1.4533 0.7360 -0.10 -0.06 -0.49 0.113
H 0.8357 -2.1227 -0.8783 -0.54 -0.70 0.02 0.102
H -1.5171 1.0119 1.2281 0.08 -0.17 -0.06 0.099
H -1.4584 -0.6952 1.8847 0.06 0.11 -0.16 0.102
H -2.1795 -1.5796 -0.3786 0.09 0.26 -0.02 0.105
H -2.2600 0.1380 -1.0166 0.01 -0.04 0.11 0.099
```
Positions in Å, forces in eV/Å.

Largest force on an atom   1.47 eV/Å
Calculated total energy   -288.5818 Eh
2S+1   1
Frontier orbital gap   9.26 eV
ΔE to the lowest compared entry with this formula, charge and spin   125.7 kcal per mole


Molecular formula: C6H9N
Method: DFT, ωB97M-V/def2-TZVPD

```
16
Properties=species:S:1:pos:R:3:forces:R:3:lowdin_charge:R:1
C 3.4448 0.0092 -0.0811 -0.79 0.35 0.66 0.069
C -0.8696 -0.7381 -0.8371 -1.61 1.85 -0.09 -0.088
C -1.3276 -0.7053 0.6327 -1.20 3.64 -1.66 -0.104
C 1.2064 -0.8422 0.5703 -0.13 3.32 -2.23 -0.059
C -0.0387 -0.0482 0.2415 -1.19 -0.14 -0.12 -0.515
C -0.0840 1.4562 0.1293 3.57 1.37 2.61 -0.062
N 2.2807 -0.3550 -0.0191 0.58 -1.70 1.88 -0.050
H 4.1016 0.0821 -0.9236 -0.14 -0.25 -0.74 0.024
H -0.4289 -1.6625 -1.2189 -0.62 0.36 -0.21 0.097
H -1.4981 0.0130 -1.4991 1.61 -2.07 0.98 0.137
H -2.1935 0.0068 0.9459 1.62 -1.61 -0.68 0.143
H -1.2102 -1.5672 1.1389 -0.08 -2.78 1.84 0.044
H 1.0165 -1.8575 0.8191 0.72 -0.82 0.18 0.111
H -0.2123 2.0811 1.1467 0.68 -1.70 -1.88 0.124
H -0.8493 1.8542 -0.4491 -1.49 0.15 -1.35 0.032
H 0.9171 1.7581 -0.3605 -1.53 0.02 0.80 0.095
```
Positions in Å, forces in eV/Å.

Largest force on an atom   4.63 eV/Å
Calculated total energy   -288.6025 Eh
2S+1   1
Frontier orbital gap (alpha / beta)   8.20 / 8.20 eV
ΔE to the lowest compared entry with this formula, charge and spin   112.7 kcal per mole


Molecular formula: C6H9N2
Method: DFT, ωB97M-V/def2-TZVPD

```
17
Properties=species:S:1:pos:R:3:forces:R:3:lowdin_charge:R:1
N -1.3734 1.5871 0.0211 -0.97 0.64 1.12 0.077
C -0.2595 0.7994 -0.1704 -1.59 -2.03 -2.27 -0.381
C 1.0487 1.3421 0.1772 -0.75 -2.78 -1.44 0.036
C 2.0402 0.4453 0.1782 2.70 -2.39 1.16 -0.021
C 1.8019 -0.9981 -0.0587 -2.23 0.35 0.68 0.031
C 0.5291 -1.5969 -0.1879 1.69 2.30 0.28 0.001
C -0.5410 -0.6703 -0.0717 -4.32 -0.93 0.68 -0.065
N -2.0448 -1.1168 0.0569 4.98 1.25 -0.15 0.131
H -2.2781 1.1395 -0.0985 0.47 1.06 -0.19 0.091
H -1.2523 2.5907 0.0773 -0.52 -0.43 -0.10 0.119
H -0.2612 0.6221 -1.3997 0.81 -0.10 1.42 0.272
H 1.0295 2.3712 0.1415 0.86 2.19 0.62 0.113
H 3.1017 0.5694 0.5582 -1.42 0.74 -0.95 0.147
H 2.5604 -1.7658 0.0434 0.65 0.68 -0.21 0.122
H 0.5976 -2.6738 -0.2074 -1.10 -0.08 -0.09 0.125
H -1.9819 -2.0996 0.3176 -0.61 0.29 -0.08 0.091
H -2.7168 -0.5454 0.6227 1.35 -0.76 -0.49 0.111
```
Positions in Å, forces in eV/Å.

Largest force on an atom   5.14 eV/Å
Calculated total energy   -343.1836 Eh
SMILES string   N[C@H]1C=CC=CC1=[NH2+]
2S+1   1
Frontier orbital gap   7.99 eV
ΔE to the lowest compared entry with this formula, charge and spin   86.5 kcal per mole
Net charge   +1


Molecular formula: C6H9N2
Method: DFT, ωB97M-V/def2-TZVPD

```
17
Properties=species:S:1:pos:R:3:forces:R:3:lowdin_charge:R:1
C 1.8908 -0.1395 -0.8304 -4.68 1.54 2.86 -0.013
C 2.9257 -0.3839 -1.3321 7.27 -1.82 -4.55 0.300
C -2.7639 0.2745 0.9114 2.56 -1.80 -2.24 -0.099
C 1.0480 0.1752 0.3067 0.27 -1.80 -0.71 -0.177
C -1.2759 0.3245 1.1630 1.46 1.91 1.05 -0.276
C -0.4055 -0.0107 -0.0520 -2.42 -1.02 -1.25 -0.238
N 4.4145 -1.5790 -3.6475 0.25 0.26 0.02 0.260
N 4.1433 -0.8238 -2.9075 -2.13 0.16 1.77 0.138
H -3.0324 1.0886 0.3522 -0.76 2.07 -1.74 0.050
H -3.0154 -0.6234 0.3293 -0.43 0.04 0.82 0.102
H -3.1435 0.4474 1.8252 -2.22 -0.29 3.10 0.043
H 1.4586 -0.4392 1.1469 -0.80 0.19 -0.49 0.176
H 1.1958 1.1610 0.5741 0.65 2.36 0.51 0.113
H -1.0557 -0.4131 2.0478 0.12 1.71 -1.49 0.153
H -0.9888 1.4872 1.3649 -0.63 -2.75 0.45 0.163
H -0.5766 -1.0876 -0.2090 0.09 0.23 -0.46 0.120
H -0.8192 0.5418 -1.0431 1.41 -0.99 2.35 0.185
```
Positions in Å, forces in eV/Å.

Largest force on an atom   8.76 eV/Å
Calculated total energy   -342.9547 Eh
2S+1   1
Frontier orbital gap (alpha / beta)   5.44 / 5.34 eV
ΔE to the lowest compared entry with this formula, charge and spin   230.2 kcal per mole
Net charge   +1


Molecular formula: C6H9N2O
Method: DFT, ωB97M-V/def2-TZVPD

```
18
Properties=species:S:1:pos:R:3:forces:R:3:lowdin_charge:R:1
C -0.2612 1.7129 -0.3127 -0.34 2.58 1.25 0.010
N -0.1165 0.4002 0.3063 -0.76 1.00 1.58 -0.058
C 0.0425 0.2551 1.6350 -0.23 1.07 1.38 0.013
C 0.2250 -1.0017 2.1937 -0.40 1.89 -0.95 -0.003
C 0.0035 -2.0965 1.3923 0.45 1.01 -0.69 0.022
C -0.1381 -1.9250 0.0067 -0.95 0.98 0.34 0.053
C -0.1953 -0.6475 -0.5000 1.30 1.43 -3.47 -0.098
N -0.2792 -0.1409 -2.0751 -1.47 -2.09 3.44 -0.003
O 1.0268 0.2882 -2.4769 0.37 -1.31 0.80 -0.069
H -0.1706 2.6005 0.4592 0.73 -2.08 -1.46 0.151
H 0.4394 1.6048 -1.1361 0.04 1.55 0.23 0.075
H -1.2721 1.9134 -0.6827 0.14 -0.76 -0.18 0.111
H -0.0868 1.1543 2.3615 0.58 -1.41 -1.94 0.187
H 0.4540 -0.9421 3.2321 -0.10 -0.85 0.65 0.123
H -0.0260 -2.9895 1.9247 -0.04 -1.94 0.08 0.113
H -0.4555 -2.6290 -0.7076 0.27 -1.56 -0.35 0.118
H -0.6514 -1.0282 -2.4679 1.25 0.61 -0.74 0.126
H 1.0596 0.5394 -3.4124 -0.86 -0.12 0.04 0.127
```
Positions in Å, forces in eV/Å.

Largest force on an atom   4.29 eV/Å
Calculated total energy   -418.4084 Eh
SMILES string   Cn1cccc/c1=[NH+]/O
2S+1   1
Frontier orbital gap   9.27 eV
ΔE to the lowest compared entry with this formula, charge and spin   65.9 kcal per mole
Net charge   +1


Molecular formula: C6H9N2O2
Method: DFT, ωB97M-V/def2-TZVPD

```
19
Properties=species:S:1:pos:R:3:forces:R:3:lowdin_charge:R:1
C 2.5690 -1.6151 -2.3201 1.38 0.19 3.86 -0.096
C -0.4624 0.0910 -1.4017 1.34 -2.81 2.18 -0.353
C 1.2760 -1.1515 -1.6930 0.77 -0.08 0.19 -0.504
C 0.5967 -1.6840 -0.6212 -2.72 1.80 -0.42 -0.183
N 0.6759 -0.0346 -2.0737 -0.45 1.94 -2.50 -0.005
N -0.5867 -0.8889 -0.4436 1.04 -0.26 -0.46 -0.058
H -1.1917 0.8556 -1.5223 -0.34 0.58 -0.20 0.053
H -2.9845 1.2537 1.1578 -0.48 0.06 -0.30 0.112
H 0.7527 -2.5481 -0.0253 0.15 -0.62 0.34 0.046
H 2.5918 -2.6932 -1.9457 0.52 0.87 -1.81 0.073
H 3.4209 -1.1624 -1.6514 -1.14 -0.58 -1.05 0.074
H 2.8430 -1.2208 -3.3033 -0.64 -0.97 -0.15 0.049
C -0.9263 1.1251 2.1842 3.09 -0.69 0.21 -0.029
C -1.9600 2.1826 2.3418 0.97 0.07 2.02 -0.595
O -3.1331 2.0439 1.7009 0.49 -0.46 -0.46 0.103
O -1.7844 3.0398 3.1711 -0.68 0.68 -0.43 0.066
H -0.5956 0.8742 1.1804 -0.56 0.01 -0.55 0.034
H -1.2155 0.1484 2.5925 -0.30 0.32 0.02 0.088
H 0.1142 1.3843 2.6727 -2.42 -0.06 -0.51 0.126
```
Positions in Å, forces in eV/Å.

Largest force on an atom   4.10 eV/Å
Calculated total energy   -494.0445 Eh
2S+1   1
Frontier orbital gap   6.85 eV
ΔE to the lowest compared entry with this formula, charge and spin   49.1 kcal per mole
Net charge   -1


Molecular formula: C6H9N2O2
Method: DFT, ωB97M-V/def2-TZVPD

```
19
Properties=species:S:1:pos:R:3:forces:R:3:lowdin_charge:R:1
C -3.0843 -2.1022 1.7477 -0.75 -1.60 1.55 -0.116
C -0.6751 0.4657 0.8658 0.23 0.35 1.58 -0.221
C -1.2858 -1.4388 0.0284 -1.44 1.17 2.87 -0.092
C -2.0306 -1.2155 1.2596 3.45 1.98 -2.97 -0.340
N -0.4346 -0.3821 -0.1886 -0.22 -0.40 0.78 0.037
N -1.5679 0.0519 1.8156 0.31 -2.02 -3.55 0.056
H 0.4524 -0.4838 -0.8456 -1.04 1.11 1.24 0.144
H -0.1268 1.4196 1.0079 -0.29 -0.95 -0.31 0.117
H -1.3677 -2.1618 -0.7384 -0.15 -0.93 -0.27 0.084
H -3.0244 -3.0950 1.2566 0.11 0.57 0.00 0.070
H -4.1124 -1.7608 1.5788 0.17 0.26 0.06 0.060
H -3.0069 -2.3674 2.8470 0.01 0.60 -1.01 0.082
C 1.4979 1.9272 -2.1327 -1.08 0.50 1.04 -0.057
C 2.2734 1.0710 -1.0852 -1.62 0.41 -2.90 -0.842
O 2.1070 -0.1298 -1.3324 -0.22 -3.05 0.71 -0.107
O 3.0198 1.6448 -0.3339 1.15 0.94 1.67 -0.017
H 2.1895 2.0358 -2.9152 1.51 1.28 -0.77 0.035
H 1.1429 2.8009 -1.5892 0.34 0.67 -0.66 0.055
H 0.6829 1.5586 -2.7622 -0.45 -0.87 0.93 0.052
```
Positions in Å, forces in eV/Å.

Largest force on an atom   4.96 eV/Å
Calculated total energy   -494.0653 Eh
2S+1   1
Frontier orbital gap   8.14 eV
ΔE to the lowest compared entry with this formula, charge and spin   36.0 kcal per mole
Net charge   -1


Molecular formula: C6H9N2O2S
Method: DFT, ωB97M-V/def2-TZVPD

```
20
Properties=species:S:1:pos:R:3:forces:R:3:lowdin_charge:R:1
C -1.4508 -1.3679 -0.6107 3.67 -0.22 -0.44 -0.026
C -2.7559 -1.3253 -0.7674 -0.36 -0.30 0.35 -0.176
C -1.8181 0.5569 0.6346 -2.21 0.93 0.84 -0.186
C 1.3328 -0.7878 -0.2213 1.60 -0.77 2.46 -0.179
C 2.5696 0.1076 0.0783 1.76 -4.36 1.71 -0.178
C 1.7816 2.0850 0.4463 -1.79 -0.09 -0.11 0.191
N 0.3222 -0.0864 0.5417 2.79 -0.53 0.22 -0.009
N -0.8923 -0.2331 0.2202 -2.78 -0.76 -1.41 -0.233
O -4.3906 0.7252 -0.6282 0.61 0.41 0.30 -0.474
O 2.3446 1.3702 -0.3776 0.80 1.51 -1.27 0.071
S -3.4948 -0.0520 0.2440 0.05 -0.43 0.17 0.970
H -0.4820 -1.9484 -0.9526 -3.04 0.51 0.39 0.153
H -3.5050 -1.9589 -1.2699 0.94 0.25 0.06 0.119
H -1.6666 1.2540 1.4800 0.04 -0.34 -0.93 0.124
H 1.2016 -0.9137 -1.2669 -0.32 0.29 -1.15 0.102
H 1.7031 -1.8475 0.1591 -1.02 1.88 -0.35 0.174
H 2.8092 0.0689 1.2058 -0.69 0.35 -1.63 0.173
H 3.4636 -0.2849 -0.3887 0.04 0.05 -0.42 0.142
H 1.3543 2.9708 0.0865 -0.22 1.56 -0.37 0.134
H 1.5733 1.6672 1.3869 0.13 0.05 1.57 0.107
```
Positions in Å, forces in eV/Å.

Largest force on an atom   5.00 eV/Å
Calculated total energy   -891.6960 Eh
2S+1   1
Frontier orbital gap (alpha / beta)   6.59 / 6.59 eV
ΔE to the lowest compared entry with this formula, charge and spin   136.9 kcal per mole
Net charge   +1


Molecular formula: C6H9N2P
Method: DFT, ωB97M-V/def2-TZVPD

```
18
Properties=species:S:1:pos:R:3:forces:R:3:lowdin_charge:R:1
C 2.8068 -1.5433 -0.0484 -0.30 0.13 -0.37 -0.144
C 1.8462 -0.8147 -0.6835 0.35 -0.36 -0.30 -0.069
C 1.9442 -0.2970 1.4406 0.13 -0.03 0.05 -0.168
C -3.1631 0.9730 -1.4220 0.31 -0.86 0.20 -0.385
C 0.2963 0.9155 0.0968 -2.59 -0.61 0.60 0.027
C -1.8462 -0.1352 0.6411 2.06 0.87 -0.67 -0.350
N 2.8528 -1.2093 1.2757 0.03 0.06 0.51 0.061
N 1.2911 0.0032 0.2705 0.70 -0.32 0.25 -0.152
P -2.3713 -0.4511 -1.0146 -0.44 0.72 -0.29 0.752
H 3.4703 -2.2825 -0.4510 0.06 -0.12 -0.16 0.095
H 1.5235 -0.7903 -1.7050 -0.10 0.02 -0.15 0.113
H 1.7120 0.1846 2.3691 -0.14 0.20 0.18 0.124
H -3.6015 1.0721 -2.3982 -0.07 0.04 -0.28 -0.038
H -3.3130 1.7958 -0.7412 -0.01 0.17 0.13 -0.016
H 0.0664 1.2070 -0.9146 -0.01 -0.01 -0.06 0.069
H 0.1865 1.6544 0.8726 0.09 0.10 0.03 0.082
H -1.4329 -0.9588 1.2017 0.05 -0.10 0.16 -0.006
H -2.2681 0.6768 1.2106 -0.14 0.11 0.18 0.005
```
Positions in Å, forces in eV/Å.

Largest force on an atom   2.73 eV/Å
Calculated total energy   -684.7501 Eh
2S+1   1
Frontier orbital gap (alpha / beta)   7.04 / 7.48 eV
ΔE to the lowest compared entry with this formula, charge and spin   73.8 kcal per mole


Molecular formula: C6H9N2P
Method: DFT, ωB97M-V/def2-TZVPD

```
18
Properties=species:S:1:pos:R:3:forces:R:3:lowdin_charge:R:1
N 0.4565 -2.2563 -0.3406 -5.14 1.63 0.58 0.070
N -0.2688 -0.8766 -0.7213 1.95 -5.99 -0.01 -0.397
P -1.0872 -0.9482 -2.1939 0.17 0.60 -1.68 0.807
C -0.1490 0.1440 0.1336 0.27 2.72 1.55 -0.348
C 0.5030 0.0636 1.3931 -0.60 1.75 -0.45 -0.041
C 0.6343 1.1840 2.2234 -1.20 1.70 -0.55 -0.075
C 0.1555 2.4612 1.7917 -0.42 -1.10 0.12 -0.109
C -0.4609 2.5200 0.5541 -0.07 0.26 -2.25 -0.123
C -0.6423 1.4045 -0.2700 0.10 -0.12 -0.26 -0.080
H 1.3567 -2.1955 -0.6004 4.02 0.77 -1.57 0.004
H 0.4989 -2.3946 0.6696 -0.65 0.42 -0.20 0.054
H -1.6046 -2.2663 -2.2789 0.50 0.08 0.38 -0.113
H -0.0137 -1.1133 -3.2475 -0.91 -0.12 1.33 -0.085
H 0.9280 -0.8276 1.7232 0.52 -1.36 0.47 0.060
H 1.0005 1.1459 3.2474 0.26 -0.45 -0.34 0.098
H 0.0700 3.3729 2.3850 0.70 -0.48 0.20 0.096
H -0.6864 3.4620 -0.0058 -0.12 -0.52 1.27 0.114
H -1.1137 1.4742 -1.2928 0.61 0.20 1.43 0.067
```
Positions in Å, forces in eV/Å.

Largest force on an atom   6.30 eV/Å
Calculated total energy   -684.7985 Eh
SMILES string   NN(P)c1ccccc1
2S+1   1
Frontier orbital gap   8.84 eV
ΔE to the lowest compared entry with this formula, charge and spin   43.4 kcal per mole


The lowest ΔE to the lowest compared entry with this formula, charge and spin belongs to which entry?
number 9


largest force on an atom of number 6 (C6H9N2)?
8.76 eV/Å


The highest largest force on an atom belongs to which entry?
number 6


Which value of largest force on an atom does entry 8 give?
4.10 eV/Å